This record from the OMol25 dataset describes a 2-piece molecular cluster, C35H28BF3O4S overall at a distorted geometry. The level of theory is ωB97M-V with the def2-TZVPD basis set.

Cartesian coordinates (Å):
C  4.4743  -3.1224  -1.7688
C  3.9092  -1.8108  -2.3344
C  3.9142  -0.9217  -1.1351
C  4.6400  -1.5705  -0.1087
O  5.0426  -2.8283  -0.4298
C  4.7259  -1.0625  1.1963
C  3.9805  0.0461  1.4800
C  3.1093  0.6440  0.5340
C  2.0396  1.5095  1.0155
C  0.8517  0.8770  1.4999
C  -0.0709  1.5617  2.3465
C  -1.0476  0.8402  3.0101
C  -1.1350  -0.5621  2.8291
O  -2.0013  -1.1891  3.6625
C  -2.6022  -0.1409  4.5228
C  -2.0277  1.2088  4.0778
C  -0.2944  -1.2659  1.9520
C  0.6256  -0.5315  1.2474
C  3.1511  0.1896  -0.8122
H  3.6856  -3.8716  -1.6226
H  5.2838  -3.5490  -2.3628
H  4.5549  -1.4290  -3.1314
H  2.9112  -1.9458  -2.7534
H  5.3195  -1.6014  1.9303
H  3.9633  0.4439  2.4880
H  2.2461  2.5468  1.2564
H  0.0452  2.6365  2.4926
H  -3.6961  -0.2167  4.4144
H  -2.2995  -0.3800  5.5509
H  -1.5303  1.7243  4.9096
H  -2.8175  1.8715  3.7064
H  -0.4005  -2.3430  1.8777
H  1.2488  -1.0479  0.5224
H  2.5303  0.6518  -1.5828
C  2.0510  6.9325  -2.4889
C  2.2998  5.7292  -1.6689
C  2.3672  4.4174  -2.0961
C  2.9720  3.5516  -1.1124
C  3.1838  4.1419  0.1140
B  4.3963  3.9531  1.3376
C  3.6772  3.6930  2.7910
C  2.6857  4.5420  3.2683
C  2.0888  4.3147  4.5153
C  2.4599  3.1961  5.2428
C  1.7685  2.8277  6.5247
F  0.6750  3.6019  6.7829
F  1.3361  1.5255  6.4612
F  2.6009  2.9276  7.6057
C  3.4962  2.3783  4.8038
C  4.1538  2.6824  3.6039
O  5.3503  2.9671  0.7754
C  6.4982  3.6570  0.5637
C  6.3961  4.9830  1.0807
C  7.4427  5.8997  0.9509
C  8.5454  5.5226  0.1877
C  8.5959  4.2648  -0.4371
C  7.5880  3.3195  -0.2430
O  5.1550  5.2317  1.5323
S  2.7146  5.8316  0.0035
H  1.5031  6.6533  -3.3981
H  1.4886  7.6733  -1.9096
H  3.0066  7.3815  -2.7933
H  2.0315  4.0831  -3.0775
H  3.1631  2.5076  -1.3418
H  2.3711  5.4095  2.6844
H  1.3579  5.0192  4.9019
H  3.8196  1.5255  5.3960
H  5.0451  2.1139  3.3278
H  7.3575  6.8708  1.4352
H  9.3788  6.2175  0.0807
H  9.4499  4.0301  -1.0840
H  7.6105  2.3425  -0.7163

Forces on atoms 1 to 2 (eV/Å):
0.3 -0.2 0.7
0.3 0.0 -0.5

Values from the calculation:
largest force on an atom = 2.34 eV Å⁻¹
2S+1 = 1
HOMO = -6.341 eV


This record from the OMol25 dataset describes C25H28F3N2O4Sb2V as an isolated structure at a distorted geometry. The level of theory is ωB97M-V with the def2-TZVPD basis set.

Cartesian coordinates (Å):
V  -0.4917  0.3530  0.4742
C  -3.5669  -2.0650  0.0225
Sb  -1.7259  -1.5473  -0.8859
C  -2.3112  -0.7678  -2.7522
C  -0.5765  -3.3042  -1.4115
C  -0.0266  -3.0612  -2.7856
C  -0.7471  -3.5256  -3.8831
C  -0.3115  -3.2963  -5.1789
C  0.8480  -2.5786  -5.3898
C  1.5743  -2.1161  -4.3030
C  1.1624  -2.3634  -2.9954
C  2.0793  -1.9655  -1.8723
Sb  1.7209  -0.0742  -0.8840
C  3.5339  0.1325  0.1905
C  1.8563  1.3253  -2.4597
H  -3.4104  -2.6138  0.9466
H  -4.1087  -2.6815  -0.6943
H  -4.1273  -1.1523  0.2091
H  -2.8957  -1.5368  -3.2509
H  -1.4395  -0.5191  -3.3528
H  -2.9224  0.1161  -2.5828
H  -1.3179  -4.1026  -1.3865
H  0.1585  -3.4748  -0.6325
H  -1.6564  -4.0996  -3.7174
H  -0.8731  -3.6849  -6.0188
H  1.2051  -2.4035  -6.3969
H  2.5062  -1.5865  -4.4748
H  3.0876  -1.7730  -2.2400
H  2.1446  -2.6956  -1.0690
H  4.2611  -0.5050  -0.3098
H  3.4154  -0.1694  1.2251
H  3.8567  1.1699  0.1380
H  2.8576  1.2391  -2.8752
H  1.7065  2.3285  -2.0679
H  1.1120  1.1021  -3.2189
F  -0.2888  0.3169  6.9221
C  -1.2362  -0.5054  6.4788
F  -2.4140  -0.1123  6.9422
F  -0.9804  -1.7382  6.8975
C  -1.2182  -0.4668  4.9508
C  -2.1728  0.2669  4.2500
C  -2.0824  0.3110  2.8838
N  -1.0805  -0.3148  2.2147
C  -0.1819  -1.0615  2.9041
C  -0.2220  -1.1579  4.2710
H  -2.9696  0.7866  4.7644
H  -2.8103  0.8495  2.2923
H  0.5772  -1.5865  2.3346
H  0.5088  -1.7538  4.8011
O  -1.9938  3.3019  -1.6763
C  -1.2969  2.9764  -0.8129
O  -1.1139  1.5153  -0.5125
C  -0.3669  3.7108  0.0710
C  0.2415  4.9082  -0.2914
C  1.3228  5.3689  0.4568
C  1.8727  4.5980  1.4804
C  1.2352  3.4190  1.8077
C  0.0724  3.0419  1.1965
N  1.8343  2.4033  2.6914
O  2.6709  2.7217  3.4755
O  1.5267  1.2205  2.4349
H  -0.1022  5.4525  -1.1634
H  1.7901  6.3095  0.1963
H  2.7857  4.8958  1.9854
H  -0.4852  2.2193  1.6372

Forces on atoms 1 to 2 (eV/Å):
0.6 0.0 0.1
0.1 0.0 0.0

Values from the calculation:
largest force on an atom = 1.13 eV Å⁻¹
2S+1 = 2
HOMO (spin up / spin down) = -16.748 / -16.758 eV
net charge = +3


This record from the OMol25 dataset describes C33H30N4NiO2P2S2Se as an isolated structure at a distorted geometry. The level of theory is ωB97M-V with the def2-TZVPD basis set.

Cartesian coordinates (Å):
Ni  -0.2262  -1.7443  -0.9482
S  1.6896  -1.7854  -1.9084
P  1.9168  -0.1446  -0.7192
C  0.2148  0.1930  -0.4550
P  -0.6722  1.5488  0.2324
S  -2.4202  1.4238  -0.7502
C  -1.1207  1.1420  1.9502
C  -0.1111  1.1183  2.9382
C  -0.5092  1.0227  4.2914
C  -1.8469  1.1457  4.7032
C  -2.8096  1.1559  3.7099
C  -2.4944  1.2002  2.3516
C  -0.1333  3.2182  0.1923
C  -0.8120  4.1321  -0.5821
C  -0.3968  5.4742  -0.6093
C  0.6547  5.9386  0.1668
C  1.1967  5.0436  1.0696
C  0.9225  3.6764  1.0266
C  2.7412  1.0480  -1.7732
C  4.1104  0.9895  -1.8818
C  4.7803  1.9641  -2.6584
C  4.0047  2.9672  -3.2940
C  2.6473  3.0158  -3.1212
C  2.0058  2.0477  -2.3786
C  3.0487  -0.2239  0.6871
C  3.6867  -1.3897  1.1544
C  4.7276  -1.3410  2.0459
C  5.1048  -0.0898  2.5975
C  4.3923  1.0661  2.2732
C  3.4032  0.9801  1.3542
H  0.9076  1.3541  2.6936
H  0.2994  0.8270  5.0526
H  -2.0219  1.3752  5.7565
H  -3.8551  1.1844  3.9289
H  -3.3582  1.2278  1.6311
H  -1.4830  3.8125  -1.3425
H  -0.8973  6.2250  -1.2171
H  1.0756  6.9544  0.1445
H  1.9333  5.4801  1.7844
H  1.4083  3.0154  1.7336
H  4.6895  0.1535  -1.4627
H  5.8440  1.9422  -2.7325
H  4.5590  3.7914  -3.8239
H  2.1213  3.9369  -3.4378
H  0.9085  2.1919  -2.2334
H  3.3758  -2.3284  0.7908
H  5.2405  -2.2758  2.3690
H  5.8491  -0.0400  3.4062
H  4.6601  1.9853  2.8497
H  2.8503  1.8981  1.0804
C  -3.8585  -5.0695  1.4158
O  -3.3962  -4.2956  2.5553
C  -2.7454  -3.1323  2.2607
O  -2.4598  -2.2433  3.0872
N  -2.5938  -2.9183  0.8403
N  -1.7605  -1.8182  0.4446
H  -3.0336  -5.5922  0.9249
H  -4.3545  -4.3744  0.6790
H  -4.5201  -5.8189  1.7936
H  -2.2924  -3.7237  0.2609
H  -1.5055  -1.3646  1.3600
H  -2.2444  -1.0183  -0.0695
Se  0.2996  -4.5144  -2.6073
N  -0.8831  -3.2468  -2.0111
C  -2.0459  -3.3096  -2.6190
C  -3.1533  -2.3767  -2.4420
C  -4.2578  -2.6696  -3.2648
C  -4.2280  -3.6166  -4.2962
C  -3.2545  -4.5453  -4.4035
C  -2.1061  -4.3965  -3.5783
N  -0.9432  -5.0914  -3.8045
H  -3.1553  -1.5404  -1.7163
H  -5.1475  -2.1150  -3.1143
H  -4.9964  -3.5468  -5.0755
H  -3.1660  -5.1660  -5.2560

Forces on atoms 1 to 2 (eV/Å):
-0.6 1.6 1.8
2.4 -0.4 -0.3

Values from the calculation:
largest force on an atom = 4.13 eV Å⁻¹
2S+1 = 3
HOMO (spin up / spin down) = -6.820 / -6.792 eV